C6H12O | ωB97M-V/def2-TZVPD

Positions of all 19 atoms, in Å:
C1 -0.4593 1.9959 -0.3523
C2 0.9149 1.4781 0.0976
C3 1.0210 0.0617 -0.4447
C4 1.1967 -1.2254 0.2654
C5 -0.1473 -0.8607 -0.5210
C6 -1.3373 -0.9380 0.4304
O1 -1.5803 -2.3147 0.6499
H1 -0.9531 1.1274 -0.8167
H2 -0.4134 2.7759 -1.1146
H3 -1.0931 2.3195 0.4774
H4 1.0468 1.5052 1.1860
H5 1.7415 2.0581 -0.3309
H6 1.5508 0.0183 -1.3960
H7 2.0688 -1.8357 0.0059
H8 0.9847 -1.2786 1.3335
H9 -0.4313 -1.2326 -1.5098
H10 -1.1209 -0.4058 1.3720
H11 -2.2876 -0.5298 0.0552
H12 -0.7016 -2.7187 0.6128

Atoms 1-2, force components in eV/Å:
-0.311 -0.080 -0.167
-0.009 -0.194 0.009

Results
- frontier orbital gap (eV) = 11.054
- energy above the lowest of the compared OMol25 structures with the same formula, charge and spin (eV) = 2.055
- HOMO level (eV) = -10.00
- largest force on an atom (eV/A) = 1.09
- SMILES string = CC[C@H]1C[C@H]1CO

=====

C24H47B3N2O13S5 | ωB97M-V/def2-TZVPD

Positions of all 94 atoms, in Å:
O1 -1.8563 -5.8391 7.5899
C1 -2.9928 -5.6020 6.6451
C2 -2.9521 -6.6066 5.3395
B1 -2.7371 -5.8517 3.8960
O2 -1.9232 -6.5829 2.8638
B2 -0.7068 -5.7028 2.7428
O3 -0.9610 -4.3574 2.1600
B3 -2.2069 -3.7611 2.7262
C3 -2.3817 -2.1156 2.4492
C4 -1.4278 -1.3973 3.6171
C5 -1.3596 0.2372 3.4851
C6 0.1806 0.5953 2.9727
S1 0.0385 2.1413 1.9151
C7 1.7996 2.8257 1.7885
N1 2.5682 3.2964 3.0043
N2 3.8320 3.7848 2.6123
C8 3.8695 3.6144 1.0997
O4 2.6178 2.9890 0.5768
O5 -3.2205 -4.5100 3.5160
H1 -0.9825 -5.7768 7.1024
H2 -3.0096 -4.4656 6.3491
H3 -3.9641 -5.9181 7.2624
H4 -1.9944 -7.3001 5.4977
H5 -3.8765 -7.3190 5.2459
H6 0.3587 -6.0374 3.1316
H7 -3.4972 -1.7595 2.5335
H8 -1.8849 -1.8466 1.3986
H9 -0.3451 -1.8761 3.4640
H10 -1.8628 -1.7753 4.6563
H11 -2.1247 0.7037 2.7252
H12 -1.4460 0.6801 4.5746
H13 0.8547 0.8357 3.8991
H14 0.6034 -0.2884 2.3000
H15 4.7382 3.9113 0.3515
O6 4.8188 8.2000 -1.1807
S2 3.9253 7.1401 -0.7630
O7 4.3461 5.7552 -0.6889
C9 3.1917 7.6010 0.7942
C10 1.9463 8.3837 0.4056
C11 1.3109 7.6061 -0.7460
C12 2.4255 7.2480 -1.7276
H16 3.9006 8.1860 1.3827
H17 2.9291 6.6814 1.3256
H18 1.2597 8.4918 1.2503
H19 2.2249 9.3879 0.0643
H20 0.8527 6.6885 -0.3574
H21 0.5221 8.1838 -1.2379
H22 2.2382 6.2886 -2.2164
H23 2.5621 8.0293 -2.4804
O8 -1.1609 3.2300 -1.5227
S3 -1.9551 2.0219 -1.4469
O9 -2.8635 1.7585 -0.3488
C13 -2.8398 1.8306 -2.9819
C14 -1.8852 1.0472 -3.8705
C15 -1.2899 -0.0422 -2.9798
C16 -0.8741 0.6164 -1.6655
H24 -3.0993 2.8097 -3.3882
H25 -3.7474 1.2555 -2.7756
H26 -2.3993 0.6256 -4.7392
H27 -1.0865 1.7042 -4.2349
H28 -2.0495 -0.8088 -2.7841
H29 -0.4399 -0.5375 -3.4594
H30 -0.9896 -0.0658 -0.8194
H31 0.1548 0.9839 -1.7100
O10 -3.0140 -0.8535 -5.5805
S4 -3.9653 -1.7383 -4.9415
O11 -4.7629 -1.3278 -3.8032
C17 -5.0484 -2.4006 -6.1921
C18 -4.3371 -3.6541 -6.6795
C19 -3.8083 -4.3452 -5.4235
C20 -3.1420 -3.2768 -4.5583
H32 -5.2054 -1.6619 -6.9799
H33 -6.0002 -2.6490 -5.7130
H34 -5.0102 -4.3031 -7.2473
H35 -3.4990 -3.3808 -7.3317
H36 -4.6449 -4.7950 -4.8752
H37 -3.1069 -5.1487 -5.6687
H38 -3.2550 -3.4938 -3.4931
H39 -2.0827 -3.1650 -4.8054
O12 2.6921 -0.9452 0.5692
S5 3.9193 -1.6858 0.3658
O13 3.9301 -3.1095 0.0946
C21 4.8786 -0.8561 -0.8860
C22 5.7141 0.1525 -0.1118
C23 6.2146 -0.5884 1.1272
C24 5.0252 -1.3379 1.7251
H40 4.2158 -0.3926 -1.6188
H41 5.5133 -1.6035 -1.3714
H42 6.5406 0.5379 -0.7161
H43 5.0911 1.0021 0.1920
H44 6.9924 -1.3043 0.8347
H45 6.6570 0.0966 1.8572
H46 5.3344 -2.2769 2.1912
H47 4.4872 -0.7213 2.4504

Atoms 1-2, force components in eV/Å:
-0.201 0.260 -2.050
-0.726 -0.706 0.400

Results
- frontier orbital gap (eV) = 8.598
- HOMO level (eV) = -8.50
- largest force on an atom (eV/A) = 7.66
- SMILES string = OCCB1OBOB(CCCCSc2nnco2)O1.O=S1(=O)CCCC1.O=S1(=O)CCCC1.O=S1(=O)CCCC1.O=S1(=O)CCCC1

=====

C35H33N8O2SSn | ωB97M-V/def2-TZVPD

Positions of all 80 atoms, in Å:
Sn1 0.2814 0.2345 -0.2954
C1 3.2586 -2.6889 0.2708
C2 4.0987 -1.4609 0.6239
C3 3.2956 -0.1392 0.6558
N1 1.9110 -0.3187 1.1020
C4 1.6886 -0.5498 2.3938
C5 2.6766 -0.4620 3.3767
C6 2.6604 -0.8116 4.7301
C7 1.7403 -1.5531 5.4313
C8 0.5330 -2.0346 4.9216
C9 -0.1133 -1.6800 3.7639
C10 0.2864 -0.8029 2.7184
N2 -0.5426 -0.2230 1.8981
C11 -1.9674 -0.2122 2.1875
C12 -2.7027 -1.2585 1.3805
C13 -2.7073 -0.7839 -0.0689
N3 -1.4539 -1.1177 -0.7186
C14 -1.3145 -2.2707 -1.3475
C15 -2.3320 -3.2405 -1.3629
C16 -2.6054 -4.2472 -2.2782
C17 -1.9018 -4.6092 -3.4087
C18 -0.6303 -4.1657 -3.7394
C19 0.2204 -3.3173 -3.0538
C20 0.0011 -2.4658 -1.9521
N4 0.9332 -1.7180 -1.4011
C21 2.3078 -1.7918 -1.8944
C22 3.0979 -2.9173 -1.2238
H1 2.2696 -2.5988 0.7210
H2 3.7250 -3.5734 0.7090
H3 4.9144 -1.3358 -0.0927
H4 4.5569 -1.6296 1.5999
H5 3.2523 0.2999 -0.3301
H6 3.8267 0.5862 1.2791
H7 3.5999 -0.0101 3.0416
H8 3.5448 -0.5125 5.2815
H9 1.9850 -1.8134 6.4525
H10 -0.0025 -2.7334 5.5548
H11 -1.0877 -2.1296 3.6173
H12 -2.3482 0.7709 1.8912
H13 -2.1549 -0.3202 3.2592
H14 -3.7201 -1.3991 1.7529
H15 -2.1862 -2.2183 1.4551
H16 -2.7881 0.3062 -0.0816
H17 -3.5655 -1.1739 -0.6222
H18 -3.0605 -3.1398 -0.5695
H19 -3.5246 -4.7924 -2.0951
H20 -2.3616 -5.3331 -4.0685
H21 -0.2072 -4.5929 -4.6419
H22 1.2154 -3.2635 -3.4707
H23 2.7754 -0.8449 -1.6737
H24 2.3602 -1.9086 -2.9791
H25 4.0732 -2.9892 -1.7130
H26 2.5860 -3.8710 -1.3823
O1 -2.9288 7.4617 -1.5770
N5 -2.9151 6.3802 -2.1173
O2 -3.4315 6.1324 -3.1868
C23 -2.2209 5.2758 -1.4033
C24 -1.7865 5.5700 -0.1618
C25 -1.0882 4.5999 0.6251
C26 -0.5639 4.8715 1.9001
C27 0.0867 3.8742 2.5824
C28 0.2052 2.6142 1.9838
N6 -0.2819 2.3514 0.7845
C29 -0.9195 3.3180 0.1116
C30 -1.4423 2.9881 -1.1838
N7 -1.2924 1.7112 -1.5623
C31 -1.6778 1.3397 -2.7656
C32 -2.2265 2.2472 -3.6734
C33 -2.4140 3.5528 -3.2929
C34 -2.0477 3.9609 -1.9912
H27 -1.9673 6.5559 0.2424
H28 -0.6760 5.8617 2.3234
H29 0.4969 4.0405 3.5677
H30 0.6996 1.7961 2.4904
H31 -1.5319 0.2953 -3.0199
H32 -2.4965 1.9202 -4.6670
H33 -2.8280 4.2646 -3.9852
S1 3.1060 1.2164 -3.7297
C35 2.2086 1.2872 -2.4422
N8 1.5363 1.3394 -1.4564

Atoms 1-2, force components in eV/Å:
-0.577 -2.584 1.538
0.316 -0.226 -0.053

Results
- frontier orbital gap (eV) = 5.913
- total charge = +1
- HOMO level (eV) = -9.80
- largest force on an atom (eV/A) = 3.06

=====

C32H54O23S2 | ωB97M-V/def2-TZVPD

Positions of all 111 atoms, in Å:
C1 -2.8127 -5.5265 0.9883
C2 -1.6119 -5.5517 2.0135
C3 -0.9132 -6.8035 2.2713
O1 0.3466 -6.6197 1.9040
C4 0.5075 -5.3347 1.3044
O2 1.5411 -4.9230 0.8071
O3 -0.6685 -4.7013 1.4237
H1 -2.4574 -5.9038 0.0293
H2 -3.1441 -4.5202 0.7325
H3 -3.7035 -5.9973 1.4039
H4 -1.9402 -5.1628 2.9774
H5 -1.2427 -7.4359 1.4470
H6 -1.0912 -7.1704 3.2822
C5 2.7498 2.0660 -1.4017
C6 1.6078 2.3553 -2.2696
C7 1.2633 3.8025 -2.3709
O4 1.7197 4.1562 -3.5786
C8 2.1879 3.1606 -4.2855
O5 2.7703 3.1952 -5.3901
O6 2.0735 2.0510 -3.5973
H7 3.6256 2.4830 -1.8989
H8 2.7876 0.9838 -1.2771
H9 2.8452 2.6143 -0.4645
H10 0.7395 1.7248 -2.0782
H11 1.8309 4.3057 -1.5881
H12 0.1765 3.8781 -2.3367
C9 -2.9846 3.3348 2.8962
C10 -3.2852 4.4411 3.8463
C11 -4.5871 4.2805 4.7129
O7 -4.1734 4.6830 6.0279
C12 -2.8210 4.8253 6.0054
O8 -2.1230 5.2381 6.9318
O9 -2.3185 4.4159 4.8507
H13 -3.8560 3.2495 2.2471
H14 -2.8167 2.4225 3.4685
H15 -2.1139 3.3842 2.2423
H16 -3.1070 5.4494 3.4725
H17 -5.0476 3.3118 4.9067
H18 -5.4034 4.7866 4.1974
C13 -4.3298 5.3042 -2.2573
C14 -2.9976 5.7381 -1.6914
C15 -3.1150 6.5393 -0.4313
O10 -2.1737 5.8863 0.4521
C16 -1.6352 4.7972 -0.1960
O11 -0.7155 4.0338 0.1713
O12 -2.2351 4.6123 -1.4236
H19 -4.9509 6.1740 -2.0437
H20 -4.8264 4.4866 -1.7349
H21 -4.2489 5.1492 -3.3332
H22 -2.4846 6.3843 -2.4037
H23 -4.1240 6.3520 -0.0639
H24 -2.9205 7.6029 -0.5691
C17 -2.2228 -4.2373 -3.4373
C18 -3.0508 -3.1596 -4.0749
C19 -2.6411 -1.7616 -3.5869
O13 -2.4449 -1.0679 -4.8565
C20 -2.3617 -1.9566 -5.8860
O14 -2.1892 -1.6178 -7.0914
O15 -2.6954 -3.1905 -5.4232
H25 -1.3217 -3.9775 -2.8818
H26 -1.9258 -4.9697 -4.1879
H27 -2.9002 -4.6433 -2.6860
H28 -4.1229 -3.2253 -3.8893
H29 -1.6933 -1.7616 -3.0486
H30 -3.4155 -1.2806 -2.9894
C21 3.6491 -4.5389 -1.9918
C22 4.5835 -3.9650 -0.8840
C23 3.9988 -2.9416 0.0395
O16 4.0250 -3.4921 1.3303
C24 4.7620 -4.6960 1.2815
O17 4.9374 -5.4019 2.2615
O18 4.9174 -5.0264 -0.0453
H31 3.3315 -3.6138 -2.4730
H32 2.8409 -5.1648 -1.6135
H33 4.1439 -5.0193 -2.8358
H34 5.5598 -3.6567 -1.2579
H35 2.9755 -2.6838 -0.2334
H36 4.5839 -2.0252 0.1163
C25 -0.4763 0.4030 1.7434
C26 0.5839 -0.1392 0.9700
C27 0.5588 -1.6916 0.8496
O19 0.5486 -1.9999 -0.5457
C28 0.6168 -0.8608 -1.1947
O20 0.4364 -0.6904 -2.4012
O21 0.4475 0.2267 -0.3125
H37 -1.2902 -0.2165 1.3669
H38 -0.6360 1.4685 1.5781
H39 -0.3889 0.1277 2.7945
H40 1.5726 0.2453 1.2204
H41 -0.3606 -2.1065 1.2628
H42 1.4159 -2.0370 1.4277
C29 4.2514 -0.6191 -3.2290
S1 4.8887 -1.3322 -4.7511
O22 4.2125 -2.6966 -4.8770
C30 3.9901 -0.1614 -5.8815
H43 4.5389 0.4161 -3.0455
H44 4.7341 -1.0563 -2.3550
H45 3.1946 -0.8784 -3.1649
H46 2.9072 -0.2439 -5.9738
H47 4.3327 -0.3340 -6.9018
H48 4.2943 0.8565 -5.6376
C31 0.0308 1.1352 6.0263
S2 1.8108 1.1289 6.2429
O23 2.3630 2.3495 5.4793
C32 1.8397 1.4449 8.0462
H49 -0.4349 0.3058 6.5586
H50 -0.2596 1.0518 4.9790
H51 -0.2380 2.1150 6.4212
H52 1.1775 2.2889 8.2393
H53 2.8040 1.8541 8.3476
H54 1.4178 0.7121 8.7341

Atoms 1-2, force components in eV/Å:
0.606 0.000 0.914
-3.609 2.396 -0.427

Results
- spin multiplicity = 2
- frontier orbital gap (alpha / beta) (eV) = 6.012 / 1.321
- total charge = +1
- HOMO level (alpha / beta) (eV) = -9.98 / -9.98
- largest force on an atom (eV/A) = 6.20